The following is a quantum chemistry calculation of one molecule with the formula C3H3BrO2 in a non-equilibrium geometry, from the Open Molecules 2025 dataset.

For the LUMO energy, the calculation gives 0.59 eV. For the max |F|, the calculation gives 6.2 eV/A. The SMILES is C#CC(O)(O)Br. The calculation puts the HOMO energy at -10.399 eV. Its frontier orbital gap is 10.988 eV. The multiplicity is 1.

Cartesian coordinates (Å):
Br 2.144 0.412 -0.099
O 0.096 -1.170 -0.959
O 0.237 -1.306 1.294
C -1.383 1.736 -0.045
C -0.721 0.808 0.257
C 0.346 -0.465 0.195
H 0.309 -0.618 -1.750
H -1.930 2.620 -0.020
H 0.901 -2.017 1.128